# C2H3ClF2

C2H3ClF2 in the gas phase (wB97M-V/def2-TZVPD, the Open Molecules 2025 dataset).

* HOMO-LUMO gap: 12.542 eV
* highest occupied orbital energy: -11.62 eV
* structure (SMILES): CC(F)(F)Cl
* relative energy (zero: lowest compared OMol25 entry of this formula, charge and spin): 6.0 kcal/mol
* LUMO: 0.92 eV
* E_tot: -737.9312 Eh

Geometry as ORCA input:
```
! wB97M-V def2-TZVPD RIJCOSX def2/J DEFGRID3
* xyz 0 1
C -1.03 0.15 1.32
C -0.22 0.28 0.05
F 0.58 1.40 0.06
F -0.99 0.33 -1.11
Cl 0.87 -1.10 -0.20
H -2.03 0.13 0.93
H -0.85 1.07 1.83
H -0.69 -0.67 1.95
*
```

Want to see where the charge sits? The Mulliken charges in e are: -1.086, 0.821, -0.241, -0.248, -0.174, 0.302, 0.300, 0.325

***

# C2H3ClFN

2 unconnected molecules or ions with the total composition C2H3ClFN (wB97M-V/def2-TZVPD, the Open Molecules 2025 dataset).

* HOMO-LUMO gap (alpha / beta): 7.431 / 9.243 eV
* highest occupied orbital energy (alpha / beta): -8.10 / -8.54 eV
* relative energy (zero: lowest compared OMol25 entry of this formula, charge and spin): 97.4 kcal/mol
* LUMO (alpha / beta): -0.67 / 0.70 eV
* E_tot: -692.6324 Eh

Geometry as ORCA input:
```
! wB97M-V def2-TZVPD RIJCOSX def2/J DEFGRID3
* xyz 0 1
C -0.15 2.70 -0.30
C 0.64 -0.78 -0.63
N -0.42 1.53 0.03
F 0.91 -0.21 -1.88
Cl -0.76 4.26 -0.01
H 1.50 -0.79 0.08
H -0.39 -1.19 -0.62
H -1.13 1.05 0.48
*
```

Want to see where the charge sits? The Mulliken charges in e are: 0.247, -0.392, -0.359, -0.228, -0.113, 0.319, 0.302, 0.225

***

# C2H3ClFNO2

2 unconnected molecules or ions with the total composition C2H3ClFNO2 (wB97M-V/def2-TZVPD, the Open Molecules 2025 dataset).

* HOMO-LUMO gap (alpha / beta): 9.177 / 6.397 eV
* highest occupied orbital energy (alpha / beta): -9.72 / -8.46 eV
* relative energy (zero: lowest compared OMol25 entry of this formula, charge and spin): 141.0 kcal/mol
* LUMO (alpha / beta): -0.55 / -2.07 eV
* E_tot: -843.0335 Eh

Geometry as ORCA input:
```
! wB97M-V def2-TZVPD RIJCOSX def2/J DEFGRID3
* xyz 0 1
C -0.35 -1.01 -0.67
C 1.05 1.56 0.11
N -1.09 -0.80 0.42
O -2.32 -0.67 0.36
O -0.36 -0.98 1.43
F 2.16 1.19 -0.48
Cl 0.61 1.15 1.64
H 0.70 -1.34 -0.55
H -0.73 -0.86 -1.67
H 0.31 1.76 -0.60
*
```

Want to see where the charge sits? The Mulliken charges in e are: -0.641, -0.048, 0.796, -0.628, -0.505, -0.172, 0.035, 0.377, 0.371, 0.414

***

Q: Which of these has the lowest E_tot?
A: C2H3ClFNO2

***

Q: Look up the relative energy (zero: lowest compared OMol25 entry of this formula, charge and spin) of the second one.
A: 97.4 kcal/mol

***

Q: What is the E_tot in the first record?
A: -737.9312 Eh